# 1
Molecular formula: C32H33EuN9O7S2
Method: DFT, wB97M-V/def2-TZVPD

Geometry as XYZ:
```
84
Properties=species:S:1:pos:R:3:forces:R:3:mulliken_spin:R:1
Eu 1.07175 -1.33002 0.63045 -0.0666 -0.2381 0.1449 6.079
N 3.25797 -1.54955 4.53146 0.0856 0.0039 0.4214 0.000
C 2.03227 -1.48506 5.19537 0.2648 -0.0514 -0.0250 -0.002
C 1.70670 -1.49816 6.54670 0.1033 0.0094 0.0788 0.000
C 0.36449 -1.42614 6.85234 -0.0137 -0.0049 0.0283 0.000
C -0.61456 -1.34545 5.84680 -0.0536 0.0127 0.0693 0.000
C -0.27494 -1.33857 4.51156 -0.0531 0.0176 -0.1031 -0.001
C 1.07921 -1.41104 4.18892 0.0112 0.0015 -0.2341 -0.003
N 1.73432 -1.42734 2.94525 -0.2077 0.0502 -0.0462 -0.016
C 3.03076 -1.51182 3.21701 -0.1006 0.0161 -0.0383 0.001
C 4.05817 -1.56577 2.18106 -0.2670 0.0150 -0.0841 0.002
C 5.39574 -1.67826 2.35288 0.3131 -0.0192 0.1431 -0.001
S 6.18217 -1.69913 0.84624 0.2008 -0.0152 -0.0573 0.000
C 4.69344 -1.56106 0.06318 0.1028 -0.0067 -0.1163 0.000
N 3.65287 -1.50255 0.85568 -0.4758 0.0949 0.1872 -0.002
H 4.15930 -1.60416 4.98160 -0.0184 -0.0018 -0.0182 0.000
H 2.46404 -1.56003 7.31930 -0.0670 0.0046 -0.0432 0.000
H 0.05464 -1.43312 7.88955 0.0167 0.0069 -0.0518 0.000
H -1.65710 -1.28593 6.13457 0.0668 -0.0086 -0.0208 0.000
H -1.04385 -1.27777 3.75097 0.0089 -0.0035 0.0329 0.001
H 5.95841 -1.74929 3.27458 -0.0455 0.0095 -0.1231 0.000
H 4.63373 -1.52735 -1.01714 -0.0020 0.0014 0.0869 0.000
O -5.42510 -1.50269 -3.12925 0.4607 0.1476 -0.3719 0.000
N -4.55331 -0.88989 -3.72134 -0.4716 0.3189 0.3011 0.000
O -4.70700 -0.17236 -4.68634 0.1692 -0.3771 0.2918 0.000
C -3.17266 -0.99990 -3.17924 -0.3452 -0.0580 0.0566 -0.002
C -2.18074 -0.99026 -4.07426 0.2150 0.0139 -0.2566 0.001
C -0.82491 -1.14873 -3.64625 0.0326 0.0847 -0.1839 0.002
C 0.24259 -1.18753 -4.56010 -0.0566 0.0305 -0.1274 0.000
C 1.52190 -1.36364 -4.09796 0.1260 -0.0069 -0.1230 0.000
C 1.71450 -1.48408 -2.72713 -0.0838 -0.0033 0.1255 -0.001
N 0.73076 -1.43636 -1.83245 0.0738 0.0675 -0.0645 -0.019
C -0.54195 -1.27126 -2.28750 0.1271 -0.0387 0.1295 -0.009
C -1.61984 -1.23990 -1.33034 0.0870 0.0063 0.1104 -0.007
N -1.29417 -1.34359 -0.01463 -0.0821 0.0147 -0.0919 -0.012
C -2.27101 -1.32070 0.88084 0.1757 -0.1253 -0.0717 0.001
C -3.61047 -1.18442 0.54514 -0.1349 0.0618 0.1279 -0.002
C -3.95268 -1.08144 -0.77583 0.0132 0.0009 -0.1057 0.001
C -2.94374 -1.12285 -1.76210 -0.2474 0.0684 0.0095 0.000
H -2.40748 -0.87384 -5.12555 0.0068 -0.0066 -0.0303 0.000
H 0.04751 -1.08075 -5.62243 -0.0062 -0.0263 0.0805 0.000
H 2.36979 -1.41169 -4.77031 -0.0829 0.0112 0.0481 0.000
H 2.71617 -1.63034 -2.33929 0.0393 -0.0086 0.0165 -0.002
H -1.98416 -1.44301 1.91650 0.0213 0.0247 0.0949 -0.003
H -4.36337 -1.16033 1.32211 0.0367 -0.0134 -0.0474 0.000
H -4.98698 -0.98418 -1.06038 -0.0586 0.0127 -0.0420 0.000
C -2.48629 4.96433 -4.07765 -0.0284 -0.0923 0.0823 0.000
C -2.90128 3.88387 -3.07524 0.0190 0.1664 -0.0115 0.000
S -1.54937 3.30288 -2.08674 -0.0413 0.1649 -0.2229 0.000
O -1.97488 2.20347 -1.23972 -0.0543 -0.1318 -0.1165 0.000
O -0.40044 3.08110 -2.94357 -0.1974 -0.0059 0.0323 0.000
C -1.16719 4.66756 -0.99486 0.1337 -0.0379 0.0024 0.000
C 0.22139 4.48001 -0.38875 -0.2698 -0.1958 0.0766 0.000
N 0.32417 3.17726 0.31423 0.3055 0.6903 0.4092 0.000
C 1.01375 2.12375 -0.13972 -0.2712 -0.2539 -0.2353 -0.002
N 0.76574 1.05561 0.62299 0.2833 -0.4689 0.2041 0.004
C -0.06567 1.46447 1.64118 0.2793 -0.3469 -0.0021 -0.002
C -0.30708 2.77057 1.48354 -0.3744 0.5051 -0.2811 -0.003
N -1.08481 3.58742 2.39784 -0.1728 0.2746 0.0593 0.000
O -1.24027 4.76462 2.12987 0.1599 -0.4178 -0.1005 0.000
O -1.51173 3.01007 3.37596 0.1516 0.0802 -0.3494 0.000
C 1.91382 2.12005 -1.32479 0.1049 0.1352 0.1910 0.001
H -3.35453 5.25312 -4.66887 0.0051 -0.0399 0.0359 0.000
H -1.71692 4.59481 -4.75343 -0.0294 -0.0096 0.0335 0.000
H -2.11499 5.86735 -3.59006 -0.0443 -0.0674 0.0083 0.000
H -3.26276 2.97965 -3.57312 -0.0363 0.0342 0.0326 0.000
H -3.66258 4.22128 -2.36437 0.0143 -0.0669 -0.1116 0.000
H -1.94514 4.67878 -0.23600 -0.0376 0.0955 0.0631 0.000
H -1.19628 5.60277 -1.55830 0.0408 -0.1028 0.0186 0.000
H 0.43055 5.28504 0.30397 0.0162 0.0458 0.1450 0.000
H 0.97310 4.47993 -1.17074 0.0753 -0.0351 -0.0181 0.000
H -0.41981 0.83057 2.43696 0.0358 -0.0256 0.1038 -0.003
H 2.77428 2.77593 -1.16720 -0.0422 -0.0576 0.0660 0.000
H 1.38570 2.45829 -2.21263 -0.0134 -0.0599 -0.0315 0.000
H 2.27968 1.10973 -1.48931 0.0424 -0.0646 0.0020 -0.001
C 1.91775 -4.48561 -0.34713 -0.2423 -0.2643 0.2116 -0.001
C 0.46728 -4.46812 0.09592 0.2775 0.0359 -0.0298 0.002
O 0.30627 -3.60046 1.26632 0.1195 0.2403 -0.5969 -0.004
H 2.02300 -5.12461 -1.22516 0.0563 0.0909 -0.0161 0.000
H 2.55980 -4.87903 0.44209 0.0311 0.0281 -0.0436 0.001
H 2.26573 -3.48468 -0.61513 0.1406 0.0622 -0.1354 0.003
H 0.12138 -5.46966 0.32836 -0.1221 -0.0347 0.1130 0.000
H -0.17333 -4.05842 -0.68031 -0.1776 0.0526 -0.0204 0.000
H 0.34879 -4.13246 2.06332 0.0452 -0.0160 0.3249 0.001
```
Positions in Å, forces in eV/Å.

The multiplicity is 7. As for the strongest force on any atom: 0.86 eV Å⁻¹. Its total energy is -3764.50097 Ha. The LUMO energy (spin up / spin down) is -10.1 / -8.5 eV. The charge is +3. The gap between HOMO and LUMO (spin up / spin down) comes out at 6.2 / 7.8 eV.



# 2
Molecular formula: C4H9O
Method: DFT, wB97M-V/def2-TZVPD

Geometry as XYZ:
```
14
Properties=species:S:1:pos:R:3:forces:R:3:lowdin_charge:R:1
C 3.20701 0.12681 -0.22841 -0.6664 0.7274 0.5212 -0.121
C 2.09172 0.44200 0.43087 0.2111 -2.5771 0.2971 -0.114
H 3.56911 -0.89504 -0.25363 0.2365 0.1973 -0.1009 0.022
H 3.69831 0.94771 -0.72329 0.5780 -0.2086 -0.4926 0.012
H 1.53892 -0.38142 0.93777 0.2326 1.0845 -0.3544 0.048
H 1.62179 1.38850 0.40776 -0.2873 0.7644 0.1495 0.024
C -1.66329 0.19737 -0.44157 0.0558 -0.0393 -0.3727 -0.620
O -0.52246 0.25482 0.26674 -0.1508 -0.1782 -0.5017 -0.348
C -2.61756 -0.89188 0.04706 -0.3031 -0.6033 0.5432 -0.182
H -1.61673 0.03018 -1.59227 0.4915 0.0495 0.7417 0.078
H -2.22838 1.14202 -0.37539 -0.4407 0.4838 -0.0840 0.056
H -3.54197 -0.97243 -0.57008 0.3958 -0.0474 0.2778 0.045
H -2.88868 -0.68256 1.09854 -0.0703 0.0098 -0.3349 0.047
H -2.08000 -1.86137 0.08898 -0.2828 0.3371 -0.2894 0.052
```
Positions in Å, forces in eV/Å.

As for the strongest force on any atom: 2.60 eV Å⁻¹. Its total energy is -232.98062 Ha. The LUMO energy is 4.3 eV. The calculation puts the energy above the lowest of the compared OMol25 structures with the same formula, charge and spin at 1.043 eV. The charge is -1. The gap between HOMO and LUMO comes out at 6.7 eV.